{
  "formula": "C18H15N3O6",
  "method": "ωB97M-V with the def2-TZVPD basis set",
  "species": ["C", "C", "C", "C", "C", "C", "N", "O", "O", "H", "H", "H", "H", "H", "C", "C", "C", "C", "C", "C", "N", "O", "O", "H", "H", "H", "H", "H", "C", "C", "C", "C", "C", "C", "N", "O", "O", "H", "H", "H", "H", "H"],
  "xyz": [[3.177, -4.844, 0.817], [3.338, -4.161, -0.367], [2.993, -2.827, -0.488], [2.459, -2.201, 0.624], [2.378, -2.832, 1.846], [2.671, -4.177, 1.935], [2.031, -0.799, 0.524], [2.081, -0.277, -0.574], [1.701, -0.223, 1.545], [3.377, -5.901, 0.928], [3.743, -4.649, -1.246], [3.061, -2.308, -1.431], [1.985, -2.281, 2.689], [2.476, -4.767, 2.820], [-0.940, -0.607, -2.179], [-1.379, -0.692, -0.866], [-2.697, -1.029, -0.598], [-3.584, -1.132, -1.647], [-3.154, -1.134, -2.956], [-1.822, -0.869, -3.219], [-5.009, -1.287, -1.364], [-5.411, -0.908, -0.281], [-5.702, -1.776, -2.231], [0.108, -0.417, -2.376], [-0.701, -0.493, -0.047], [-3.030, -1.087, 0.429], [-3.884, -1.174, -3.753], [-1.422, -0.914, -4.223], [-0.253, 3.670, -0.714], [-0.078, 2.592, 0.161], [0.186, 2.829, 1.489], [0.191, 4.134, 1.958], [-0.004, 5.204, 1.115], [-0.234, 4.967, -0.233], [0.523, 4.368, 3.360], [0.400, 5.505, 3.779], [0.898, 3.431, 4.029], [-0.298, 3.416, -1.766], [-0.138, 1.593, -0.242], [0.384, 2.044, 2.205], [0.003, 6.228, 1.460], [-0.421, 5.786, -0.914]],
  "orbital_gap_ev": 8.965,
  "max_force_ev_per_a": 1.0,
  "total_energy_ha": -1310.3418,
  "multiplicity": 1,
  "smiles": "O=[N+]([O-])c1ccccc1.O=[N+]([O-])c1ccccc1.O=[N+]([O-])c1ccccc1",
  "relative_energy_ev": 0.066
}



{
  "formula": "C18H16B3NO36S3",
  "method": "ωB97M-V with the def2-TZVPD basis set",
  "species": ["N", "H", "H", "H", "H", "O", "C", "O", "B", "O", "C", "O", "O", "C", "O", "C", "O", "O", "O", "C", "O", "B", "O", "C", "O", "O", "C", "O", "C", "O", "O", "O", "C", "O", "B", "O", "C", "O", "O", "C", "O", "C", "O", "O", "C", "C", "O", "S", "O", "O", "O", "H", "H", "H", "H", "C", "C", "O", "S", "O", "O", "O", "H", "H", "H", "H", "C", "C", "O", "S", "O", "O", "O", "H", "H", "H", "H"],
  "xyz": [[-0.133, 0.638, 0.310], [-0.887, 0.159, 0.813], [0.382, 1.274, 0.948], [-0.344, 0.981, -0.626], [0.533, -0.139, 0.196], [1.965, 1.434, 1.909], [3.000, 0.887, 1.632], [4.093, 0.979, 2.347], [5.221, 0.377, 1.590], [4.624, -0.113, 0.339], [3.319, 0.093, 0.323], [2.588, -0.216, -0.570], [6.316, 1.267, 1.216], [7.468, 0.861, 1.736], [8.562, 1.282, 1.560], [7.135, -0.455, 2.522], [5.871, -0.725, 2.332], [7.877, -1.092, 3.212], [1.359, -8.170, 3.543], [1.517, -7.159, 2.919], [1.253, -5.923, 3.275], [1.652, -5.010, 2.198], [2.147, -5.858, 1.087], [1.992, -7.144, 1.441], [2.234, -8.091, 0.756], [2.776, -4.180, 2.628], [2.532, -2.927, 2.300], [3.251, -1.981, 2.320], [1.119, -2.895, 1.685], [0.587, -4.094, 1.757], [0.551, -1.895, 1.329], [-8.446, -0.556, -2.995], [-7.753, -0.445, -2.026], [-6.504, -0.864, -1.924], [-6.017, -0.727, -0.542], [-7.215, -0.214, 0.199], [-8.231, 0.015, -0.606], [-9.313, 0.501, -0.466], [-5.570, -2.063, -0.101], [-4.275, -2.003, 0.134], [-3.586, -2.913, 0.480], [-3.874, -0.496, 0.170], [-4.874, 0.170, -0.387], [-2.804, -0.027, 0.424], [4.379, 5.002, -0.127], [4.496, 4.257, 1.237], [3.224, 4.551, 1.828], [2.026, 4.792, 0.708], [1.411, 6.015, 1.146], [1.279, 3.591, 0.514], [3.025, 5.034, -0.505], [4.960, 4.435, -0.855], [4.761, 6.024, -0.103], [5.287, 4.670, 1.853], [4.633, 3.191, 1.066], [1.118, -2.582, -3.379], [0.014, -3.080, -2.433], [-0.984, -2.068, -2.489], [-0.599, -0.747, -3.330], [-0.507, 0.299, -2.373], [-1.364, -0.575, -4.536], [0.898, -1.249, -3.773], [1.266, -3.207, -4.260], [2.040, -2.655, -2.796], [0.344, -3.214, -1.405], [-0.381, -4.036, -2.777], [-5.960, 3.065, -1.423], [-5.299, 4.014, -0.458], [-4.347, 4.650, -1.312], [-3.524, 3.502, -2.044], [-2.569, 2.885, -1.158], [-3.085, 3.874, -3.352], [-4.874, 2.582, -2.193], [-6.512, 3.743, -2.081], [-6.544, 2.333, -0.872], [-4.761, 3.559, 0.380], [-5.948, 4.803, -0.083]],
  "total_charge": -2,
  "orbital_gap_ev": 9.436,
  "max_force_ev_per_a": 2.7,
  "total_energy_ha": -4728.8729,
  "multiplicity": 1,
  "relative_energy_ev": 0.910
}



{
  "formula": "C18H16BBrN8Pt",
  "method": "ωB97M-V with the def2-TZVPD basis set",
  "species": ["Pt", "C", "C", "N", "N", "C", "B", "N", "C", "C", "C", "N", "N", "C", "C", "C", "N", "N", "C", "C", "C", "N", "H", "H", "H", "H", "H", "H", "H", "H", "H", "H", "H", "H", "Br", "C", "C", "C", "C", "C", "C", "H", "H", "H", "H"],
  "xyz": [[-0.202, -0.788, 1.074], [-3.139, -0.735, -0.490], [-3.078, -0.991, 0.916], [-2.056, -1.145, 1.674], [-0.879, 0.094, -0.688], [-2.094, -0.172, -1.238], [-0.063, 1.427, -0.914], [1.341, 0.716, -0.768], [2.564, 1.141, -1.085], [3.496, 0.406, -0.372], [2.758, -0.562, 0.402], [1.494, -0.277, 0.186], [-0.352, 2.153, 0.412], [0.064, 3.288, 0.929], [-0.148, 3.287, 2.329], [-0.618, 1.989, 2.625], [-0.677, 1.264, 1.510], [-0.316, 2.224, -2.133], [0.242, 3.465, -2.354], [-0.555, 4.221, -3.201], [-1.611, 3.328, -3.577], [-1.461, 2.154, -2.971], [-4.051, -0.960, -0.940], [-4.020, -0.978, 1.458], [-2.327, 0.137, -2.223], [2.671, 1.789, -1.990], [4.530, 0.355, -0.698], [3.014, -1.413, 1.007], [0.328, 4.178, 0.403], [-0.300, 4.167, 3.015], [-0.774, 1.575, 3.578], [1.229, 3.680, -1.930], [-0.395, 5.180, -3.584], [-2.561, 3.430, -4.214], [1.289, -7.193, 1.537], [0.899, -5.391, 1.316], [1.068, -4.589, 2.427], [0.790, -3.220, 2.377], [0.290, -2.747, 1.194], [0.259, -3.505, 0.035], [0.562, -4.857, 0.100], [1.411, -4.991, 3.401], [0.837, -2.610, 3.244], [0.061, -3.086, -0.954], [0.481, -5.440, -0.826]],
  "total_charge": 1,
  "orbital_gap_ev": [7.993, 5.272],
  "max_force_ev_per_a": 4.4,
  "total_energy_ha": -3851.4069,
  "s2": 3.839,
  "multiplicity": 4
}



{
  "formula": "C18H16BF2HoN8O7",
  "method": "ωB97M-V with the def2-TZVPD basis set",
  "species": ["Ho", "N", "C", "C", "N", "C", "C", "N", "C", "C", "N", "H", "H", "H", "H", "H", "H", "O", "C", "O", "C", "C", "C", "C", "C", "C", "O", "N", "O", "O", "N", "O", "O", "H", "H", "C", "C", "C", "C", "N", "N", "C", "H", "H", "H", "H", "H", "H", "H", "H", "F", "B", "F"],
  "xyz": [[-0.500, -0.151, 0.295], [1.365, 1.024, 4.002], [0.224, 0.888, 4.738], [-0.614, 0.111, 3.993], [-0.013, -0.230, 2.822], [1.189, 0.337, 2.847], [2.105, 0.186, 1.748], [1.916, -0.732, 0.806], [2.892, -0.536, -0.118], [3.680, 0.517, 0.259], [3.183, 0.956, 1.451], [2.163, 1.577, 4.271], [0.109, 1.330, 5.705], [-1.603, -0.230, 4.216], [2.954, -1.136, -1.008], [4.520, 0.980, -0.217], [3.481, 1.782, 1.944], [0.677, -0.008, -3.835], [0.109, 0.368, -2.831], [-0.450, -0.367, -1.943], [-0.031, 1.872, -2.505], [-0.428, 2.866, -3.351], [-0.681, 4.163, -2.842], [-0.724, 4.399, -1.483], [-0.340, 3.390, -0.608], [0.201, 2.160, -1.119], [0.868, 1.378, -0.381], [-0.498, 3.510, 0.774], [-0.672, 4.600, 1.282], [-0.473, 2.459, 1.453], [-0.988, 5.240, -3.727], [-1.113, 6.348, -3.241], [-1.090, 4.997, -4.912], [-0.560, 2.673, -4.406], [-1.071, 5.345, -1.097], [-2.147, -5.158, -1.910], [-1.302, -4.432, -0.932], [-0.426, -4.876, 0.042], [0.058, -3.720, 0.670], [-0.491, -2.636, 0.123], [-1.307, -3.090, -0.847], [1.043, -3.599, 1.778], [-2.014, -6.231, -1.818], [-1.896, -4.851, -2.924], [-3.198, -4.925, -1.746], [-0.171, -5.890, 0.272], [-1.794, -2.431, -1.444], [1.138, -4.541, 2.311], [0.723, -2.814, 2.461], [2.020, -3.328, 1.377], [-3.789, 1.155, -0.003], [-2.851, 0.193, 0.150], [-3.379, -0.892, -0.544]],
  "orbital_gap_ev": [7.902, 7.918],
  "max_force_ev_per_a": 3.4,
  "total_energy_ha": -2832.9833,
  "s2": 6.004,
  "multiplicity": 5,
  "relative_energy_ev": 0.000
}



Number 4 is which compound? C18H16BF2HoN8O7



Which value of multiplicity does entry 4 give? 5



Which of these has the highest multiplicity? C18H16BF2HoN8O7